ORCA calculation (ωB97M-V/def2-TZVPD) on a molecular structure, C41H49N4O6P2RbS in a non-equilibrium geometry.

The geometry in XYZ format:
```
104
Properties=species:S:1:pos:R:3:forces:R:3:mulliken_charge:R:1
Rb 1.565755 -0.175827 0.121131 0.2 0.9 -0.6 -0.391
C 0.870342 0.841292 4.080310 -1.3 2.9 2.6 -0.543
C 0.754438 2.358253 3.694707 0.0 0.2 -0.5 -0.755
N 0.382637 2.370542 2.313436 3.5 1.8 0.5 0.400
C 0.812185 3.376167 1.456445 3.5 2.8 -4.4 -0.645
C 2.406691 3.520097 1.434317 -0.2 2.9 0.7 -0.410
S 3.505755 2.079418 1.389238 -0.2 0.9 -0.8 -0.072
C 3.816370 1.694639 3.073351 1.4 0.9 2.3 -0.758
C 3.130497 0.436373 3.664045 3.1 -1.1 -1.1 -0.499
N 1.808300 0.196777 3.265882 -0.2 -1.3 -0.4 0.764
H -0.178463 0.414700 4.123027 1.3 0.2 -0.5 0.202
H 1.231456 0.978981 5.160677 -0.4 -0.9 -0.7 0.383
H 1.695856 2.950852 3.763680 -0.3 -1.0 0.2 0.182
H 0.093128 2.920636 4.399400 -0.1 -0.5 -0.4 0.250
H -0.458642 2.044898 2.107008 -4.7 -1.5 -1.1 0.183
H 0.602860 4.524423 1.479662 -0.7 -1.8 1.0 0.055
H 0.720849 3.293355 0.248066 -1.0 -1.1 3.0 -0.322
H 2.658015 4.265647 2.341927 0.2 -1.8 -1.9 0.469
H 2.631915 4.121175 0.449949 -0.2 -1.1 2.0 0.219
H 3.841068 2.672251 3.760880 -0.7 -2.0 -1.5 0.321
H 4.881207 1.431617 3.115985 0.0 0.1 -0.2 0.517
H 3.270040 0.485652 4.718819 -0.2 0.3 1.4 0.359
H 3.783615 -0.521246 3.411841 -1.4 2.1 -0.1 0.000
H 1.723134 -0.799321 3.303829 -0.4 -0.6 -0.2 -0.415
O 5.233131 -5.635583 0.902059 0.2 0.2 -0.4 -0.592
C 4.269271 -6.063877 1.659050 -0.2 0.0 0.6 0.423
O 4.041720 -7.240708 1.860456 -0.1 -0.2 -0.1 -0.686
C 3.499671 -5.023908 2.404216 0.0 -1.4 1.0 0.520
C 2.693947 -5.343248 3.484981 -0.1 -1.2 -0.3 -0.528
N 2.337161 -4.200663 4.055436 0.8 0.9 -0.8 -0.014
N 2.843566 -3.133986 3.411660 -0.6 0.5 0.9 -0.261
C 3.562248 -3.638527 2.460136 0.6 1.3 -1.9 0.003
C 4.140129 -2.721697 1.404440 -0.8 1.2 0.1 0.430
O 5.115198 -3.166193 0.764717 0.7 -0.5 -0.5 -0.833
O 3.576164 -1.621224 1.221122 0.4 -0.8 0.3 -0.450
H 5.209248 -4.578160 0.852655 0.3 -0.1 -0.1 0.461
H 2.372329 -6.311145 3.845882 0.1 0.2 -0.1 0.500
H 1.676696 -3.942552 4.722301 -1.1 -0.4 1.4 0.147
O -0.986336 1.397588 0.021818 -1.7 -0.6 -1.6 1.332
P -2.228672 1.045774 -0.813729 1.8 2.4 0.3 -0.630
C -1.768420 0.643140 -2.721891 7.7 12.8 4.4 -1.908
P -0.027324 0.254248 -3.077398 -0.9 3.2 -0.4 0.080
O 0.601516 -0.901020 -2.504823 0.7 -4.0 1.4 -0.703
C 0.093811 0.325970 -4.863287 -0.7 4.5 3.4 -0.235
C 0.181107 1.592629 -5.457321 -3.6 1.8 -5.7 -0.216
C 0.142256 1.654116 -6.953448 1.8 2.0 3.7 -0.572
C 0.344762 0.451666 -7.583379 0.9 -1.0 -4.4 -0.202
C 0.630185 -0.745802 -6.937023 -0.3 0.0 3.9 -0.647
C 0.475401 -0.763555 -5.420585 2.4 -6.7 -5.6 0.429
C 1.119749 1.565826 -2.739715 -3.1 5.6 0.7 0.585
C 2.490364 1.442018 -2.681841 2.5 -3.7 0.4 0.353
C 3.363913 2.459107 -2.328656 1.7 0.2 1.9 -0.212
C 2.796542 3.800072 -2.072860 7.2 -2.8 1.4 0.084
C 1.501380 4.015919 -2.228490 -0.7 -6.5 -2.2 -1.414
C 0.555037 2.959864 -2.540099 3.5 -0.5 1.1 -0.033
C -3.042496 -0.324251 -0.136690 -4.0 -2.1 -2.9 0.321
C -3.928479 -1.077304 -1.058715 8.2 6.5 -2.6 -0.206
C -4.593394 -2.116091 -0.679249 -5.8 -4.8 -7.3 -0.554
C -4.840811 -2.599210 0.471012 -3.1 0.5 10.2 -0.774
C -4.124639 -1.815330 1.647579 1.1 -1.1 -0.7 -0.225
C -3.316596 -0.569147 1.232938 1.4 1.0 4.3 0.209
C -3.608158 2.320444 -1.086851 -0.6 1.6 -1.2 0.726
C -3.778542 3.329513 -0.142234 0.0 -1.6 0.4 -0.323
C -4.922361 4.133857 -0.167289 1.3 -0.5 -1.4 -0.798
C -5.637686 4.261176 -1.359586 -1.4 2.5 0.2 -0.243
C -5.438955 3.384539 -2.405132 2.1 -3.0 -0.3 -0.619
C -4.479564 2.307370 -2.293637 0.4 -1.7 3.7 -0.107
H -2.032622 1.681228 -3.094585 -0.2 -1.8 -0.4 0.546
H -2.196780 -0.113288 -2.839241 -7.2 -11.1 -3.1 1.362
H -0.400404 2.554963 -5.294022 1.4 -1.2 1.8 0.138
H 0.254708 2.771839 -7.407853 -0.8 -3.2 0.7 0.239
H 0.378232 0.487540 -8.776400 0.0 -0.3 2.6 0.172
H 1.018503 -1.687049 -7.343028 -0.5 0.7 -0.5 0.368
H 0.706290 -1.797731 -4.817813 -0.8 2.9 -1.5 0.157
H 3.003311 0.295416 -2.704424 -1.7 3.2 -0.2 0.108
H 4.616113 2.014711 -1.878863 -4.2 2.0 -1.7 0.113
H 3.641820 4.400769 -1.480076 -2.5 -0.4 -1.7 0.294
H 1.118776 4.847010 -1.973327 -2.8 6.1 1.8 0.550
H -0.396113 3.417786 -2.216129 -0.4 -1.6 -0.9 0.089
H -3.585191 -0.783335 -2.147879 -1.8 -1.4 2.0 -0.302
H -5.284757 -2.723547 -1.634233 1.8 2.0 2.5 -0.055
H -5.997974 -2.622169 1.035566 2.9 -1.2 -2.6 0.074
H -4.584972 -1.780040 2.628400 -0.7 0.2 -0.4 0.563
H -3.329273 0.305245 2.030454 0.1 -1.5 -2.1 0.390
H -1.642300 4.135090 1.762201 -0.4 0.2 0.2 0.126
H -5.126933 4.740323 0.682568 -0.4 0.5 0.6 0.398
H -6.383933 5.171891 -1.418152 1.2 -1.9 -0.2 0.151
H -5.866573 3.281885 -3.372487 -1.3 0.8 -0.4 0.382
H -4.634136 1.175438 -2.554176 -0.1 2.4 -1.1 0.162
C -1.157878 -2.770434 -0.269459 -1.1 -18.7 5.6 2.147
C -1.491923 -2.780039 1.286012 -0.5 -0.4 2.5 3.139
C -1.813933 -4.268806 1.703837 -0.8 0.1 -8.5 -1.488
C -0.218276 -2.486950 2.068946 5.8 3.9 -0.7 -1.242
C -2.634620 -1.831939 1.885876 2.2 1.6 2.1 -0.851
H -0.022087 -3.358085 -0.172683 -3.4 1.7 -1.2 0.289
H -1.100899 -1.932916 -0.460654 1.0 14.7 -4.8 -2.367
H -2.109121 -3.568179 -0.834765 3.3 3.0 1.4 0.070
H -0.965830 -4.906810 0.978447 -2.5 1.4 2.3 0.202
H -2.905173 -4.366341 1.071753 2.7 -0.6 2.2 0.326
H -1.794975 -4.647003 2.648097 -0.1 -0.4 2.8 0.423
H 0.637890 -3.140658 1.860244 -0.6 -0.7 -0.7 0.287
H 0.100829 -2.324495 3.167238 -2.2 -0.1 -1.2 0.176
H 0.580576 -1.360464 1.582040 -3.5 -3.6 2.1 -1.224
H -2.073416 -1.323914 3.252390 -2.1 -1.8 -3.7 -0.022
```
Positions in Å, forces in eV/Å.

The calculation puts the HOMO energy (alpha / beta) at 0.41 / 0.90 eV. Its charge is -2.

=====

ORCA calculation (ωB97M-V/def2-TZVPD) on 2 unconnected molecules or ions with the total composition ClH2O in a non-equilibrium geometry.

The geometry in XYZ format:
```
4
Properties=species:S:1:pos:R:3:forces:R:3:nbo_charge:R:1
O -0.091710 0.714425 0.658432 -1.3 0.5 0.0 -1.000
H -1.067969 0.776715 0.552192 1.2 -0.2 0.0 0.443
H 0.194140 0.083815 -0.040767 0.2 -0.3 0.1 0.511
Cl 0.965540 -1.574954 -1.169857 -0.1 0.0 -0.1 -0.954
```
Positions in Å, forces in eV/Å.

The calculation puts the HOMO energy at -3.96 eV. Its charge is -1.

=====

ORCA calculation (ωB97M-V/def2-TZVPD) on 6 unconnected molecules or ions with the total composition C43H42BrN3O25P in a non-equilibrium geometry.

The geometry in XYZ format:
```
115
Properties=species:S:1:pos:R:3:forces:R:3:mulliken_charge:R:1
C 2.674639 3.371288 1.534251 -0.1 -0.4 0.2 -0.410
C 3.504276 2.286853 0.867496 0.0 0.2 -0.1 0.303
O 3.637004 2.493104 -0.549378 0.5 0.2 0.2 -0.432
C 2.545133 2.203515 -1.275486 0.4 -0.8 0.4 0.284
O 1.924020 3.046346 -1.824462 -0.9 1.2 -0.7 -0.509
C 2.210279 0.744435 -1.457453 -0.1 0.1 0.3 -0.565
C 0.704322 0.503345 -1.503106 -0.1 -0.7 -0.1 -0.770
C 0.085645 -0.135258 -0.231231 0.0 0.4 -0.4 -1.433
C -0.672062 0.833939 0.630228 -0.1 0.5 0.3 0.245
C -0.330762 1.144954 1.945799 -0.2 -0.6 0.1 1.553
P 1.095847 0.358705 2.842704 0.5 0.5 0.2 0.951
O 0.897766 -1.228296 2.571477 -0.1 0.0 -0.3 -0.503
Br 0.396952 0.507469 4.943658 -0.1 -0.1 -0.1 -0.302
C -1.044785 2.156685 2.598007 -0.2 -0.1 -0.4 -1.185
N -2.051877 2.798069 2.052443 0.1 0.2 0.0 -1.221
N -2.401670 2.450883 0.840579 -0.1 -0.2 -0.1 0.963
C -3.611011 3.194598 0.278542 -0.5 0.3 0.4 -0.848
N -4.090787 4.159151 1.188702 0.2 0.1 -0.3 -0.302
C -3.485374 5.488850 1.059090 -0.3 -0.3 0.2 -0.857
C -1.801371 1.512924 0.103419 0.6 -0.1 0.4 0.593
C -2.411526 1.185505 -1.234694 0.0 -0.1 0.0 -1.365
O -3.695079 0.623878 -1.047627 -0.2 -0.1 -0.3 -0.350
O -3.554908 -0.795891 -1.179019 0.0 0.0 0.3 -0.305
H 3.290558 4.166841 1.933479 0.1 0.3 -0.1 0.295
H 1.935544 3.782440 0.853826 -0.1 0.1 -0.2 0.318
H 2.131411 2.940983 2.374599 0.1 0.1 0.1 -0.228
H 4.514320 2.301946 1.252914 0.2 -0.2 0.0 0.428
H 3.067592 1.305377 1.047351 0.1 -0.2 0.0 -0.292
H 2.638089 0.489382 -2.423761 0.1 0.0 -0.1 0.361
H 2.723108 0.128840 -0.725108 0.0 -0.2 0.1 0.205
H 0.508547 -0.190513 -2.316181 -0.1 0.0 -0.1 0.466
H 0.212054 1.428420 -1.772510 -0.1 0.3 -0.1 0.675
H 0.884948 -0.604609 0.316229 0.0 -0.2 0.3 0.177
H -0.598635 -0.927039 -0.526116 -0.1 -0.2 0.0 0.460
H 1.765335 -1.548883 2.281284 0.0 -0.3 0.1 0.337
H -0.785895 2.462091 3.595035 -0.1 0.1 0.1 0.522
H -4.377243 2.447423 0.116098 0.0 -0.2 -0.1 0.422
H -3.300471 3.613418 -0.677940 0.3 0.0 -0.1 0.429
H -5.095905 4.193322 1.136500 -0.1 0.0 0.2 0.309
H -2.416430 5.378919 0.919162 0.2 0.0 -0.1 0.291
H -3.915246 6.052610 0.233388 0.1 0.1 -0.2 0.332
H -3.633643 6.045826 1.976115 0.0 0.1 0.1 0.316
H -1.804408 0.472075 -1.762209 0.2 -0.2 -0.2 0.723
H -2.494278 2.070286 -1.860949 -0.1 0.1 0.0 0.500
H -4.108056 -0.984538 -1.961789 0.1 0.1 -0.1 0.457
C 1.219937 6.747464 6.490044 0.0 -0.1 0.1 -1.005
C 0.803223 7.683896 5.624355 0.1 0.0 0.2 0.209
C 0.401786 7.343467 4.211678 0.0 -0.3 -0.2 0.838
O 0.017870 8.248273 3.497378 0.0 0.1 0.1 -0.638
C 0.499843 5.958110 3.779286 -0.1 0.1 -0.1 -0.694
C 0.916704 5.032484 4.647938 0.0 0.0 -0.3 -0.044
C 1.287884 5.364278 6.065343 0.1 0.3 0.3 0.997
O 1.629473 4.436745 6.775307 -0.1 -0.2 0.0 -0.692
O 1.040539 3.741896 4.346878 -0.1 -0.1 0.1 -0.033
O 0.708325 8.967313 5.928980 0.0 0.0 0.0 -0.567
H 1.510136 6.981278 7.504349 0.0 0.0 0.0 0.491
H 0.230604 5.725843 2.757893 0.0 0.0 0.0 0.563
H 1.365650 3.307434 5.163119 0.1 0.1 0.1 0.217
H 0.381945 9.424463 5.130801 0.0 0.0 0.0 0.364
C 7.682097 4.985098 6.032703 0.1 -0.1 0.1 -0.907
C 6.552934 5.321066 5.396089 0.2 0.1 0.0 0.254
C 5.228913 4.683876 5.728074 -0.1 -0.3 0.3 1.006
O 4.252540 5.063104 5.100958 0.0 0.1 -0.3 -0.511
C 5.181623 3.667862 6.755500 -0.2 0.0 -0.1 -0.954
C 6.311581 3.327884 7.394562 -0.2 0.0 0.0 0.291
C 7.637026 3.976444 7.076353 0.1 0.2 -0.2 0.955
O 8.600567 3.610164 7.718841 0.0 -0.1 0.1 -0.611
O 6.365576 2.412905 8.344751 0.0 0.0 0.0 -0.577
O 6.498290 6.230006 4.432233 0.0 0.0 0.0 -0.607
H 8.636763 5.436577 5.803454 0.0 0.0 0.0 0.444
H 4.225250 3.216496 6.980657 0.0 0.0 0.0 0.528
H 7.297623 2.373218 8.637590 0.0 0.0 0.0 0.366
H 5.563442 6.282349 4.158043 0.0 0.0 0.0 0.348
C -3.552762 -3.836381 -3.042435 0.1 0.0 0.1 -0.948
C -4.199472 -3.033920 -3.889050 0.1 0.0 0.2 0.393
C -4.753928 -3.515029 -5.200847 0.0 -0.3 -0.2 0.860
O -5.336805 -2.688551 -5.877977 0.0 0.2 0.0 -0.647
C -4.557397 -4.902690 -5.565188 -0.1 0.1 -0.1 -0.696
C -3.907496 -5.718409 -4.722215 -0.1 0.0 -0.1 0.200
C -3.370249 -5.239973 -3.399401 0.0 0.3 0.1 0.736
O -2.803431 -6.044177 -2.689060 0.0 -0.1 -0.1 -0.615
O -3.685336 -6.999856 -4.975648 0.0 0.0 0.0 -0.519
O -4.421703 -1.732400 -3.665109 0.0 0.0 0.0 -0.592
H -3.153940 -3.498932 -2.094958 0.0 0.0 0.0 0.484
H -4.943721 -5.240525 -6.517829 0.1 0.0 0.0 0.499
H -3.205072 -7.361789 -4.207092 0.0 0.0 0.0 0.374
H -4.917565 -1.411228 -4.447961 -0.1 -0.1 -0.1 0.374
C 5.805774 -2.911684 0.252401 -0.1 0.1 0.1 -1.071
C 6.133610 -3.957131 -0.525438 0.1 0.2 0.0 0.410
C 5.344866 -5.244095 -0.506739 -0.3 -0.1 0.2 1.032
O 5.701268 -6.125727 -1.259645 0.1 0.0 -0.1 -0.591
C 4.220539 -5.352324 0.408799 0.0 -0.1 -0.1 -0.809
C 3.906645 -4.312025 1.188752 0.1 -0.2 0.0 0.220
C 4.670241 -3.013044 1.136844 0.3 0.1 -0.2 1.036
O 4.285952 -2.092435 1.848003 -0.5 -0.1 0.1 -0.655
O 2.910767 -4.341787 2.069746 -0.1 0.1 0.0 -0.606
O 7.148794 -3.947800 -1.364229 0.0 0.0 0.0 -0.561
H 6.358489 -1.983035 0.239300 0.0 0.0 0.0 0.463
H 3.677110 -6.286131 0.437011 0.0 0.0 0.0 0.447
H 2.942115 -3.495812 2.548351 0.1 0.0 0.1 0.332
H 7.161486 -4.822107 -1.802040 0.0 0.0 0.0 0.373
C -5.916808 -8.221558 -7.749789 0.1 0.1 0.0 -1.103
C -6.767148 -9.249969 -7.887614 0.1 0.0 0.1 0.440
C -7.843263 -9.263883 -8.945838 -0.1 0.2 -0.3 0.954
O -8.553531 -10.248580 -8.998498 0.0 -0.1 0.1 -0.614
C -7.966755 -8.114721 -9.823033 -0.1 -0.1 0.0 -0.973
C -7.118456 -7.087317 -9.682722 -0.1 0.0 -0.1 0.342
C -6.031985 -7.086048 -8.638915 0.1 -0.3 0.2 1.140
O -5.300166 -6.109791 -8.597259 -0.1 0.1 -0.1 -0.703
O -7.157024 -5.998700 -10.436395 0.0 0.0 0.0 -0.562
O -6.739717 -10.327678 -7.124185 0.0 0.0 0.0 -0.568
H -5.140871 -8.203060 -6.996571 0.0 0.0 0.0 0.494
H -8.748243 -8.126967 -10.569231 0.0 0.0 0.0 0.426
H -6.432377 -5.422505 -10.127254 0.0 0.0 0.0 0.366
H -7.456577 -10.909863 -7.445583 0.0 0.0 0.0 0.371
```
Positions in Å, forces in eV/Å.

The calculation puts the HOMO energy at -10.91 eV. Its charge is +1.

=====

Values of energy above the lowest of the compared OMol25 structures with the same formula, charge and spin, in order: 630.0 0.8 0.0, all in kcal/mol.
Values of DFT total energy, in order: -91599.693 -14604.749 -180250.044, all in eV.